Run a
{
  "formula": "C4H10NP",
  "method": "ωB97M-V with the def2-TZVPD basis set",
  "orbital_gap_ev": [6.9, 6.9],
  "spin_multiplicity": 1,
  "species": ["P", "N", "C", "C", "C", "C", "H", "H", "H", "H", "H", "H", "H", "H", "H", "H"],
  "xyz": [[3.3178, -1.0867, -0.0098], [3.3296, 0.5240, 0.3355], [-1.5208, -1.7321, 0.1380], [-0.6551, -0.6622, -0.2860], [-0.7675, 1.9664, -0.4152], [-1.2226, 0.7871, 0.0955], [-1.1084, -2.6893, 0.1745], [0.3803, -0.7674, 0.1472], [2.8151, 1.1452, -0.2495], [-2.0253, -1.5219, 1.1343], [0.0932, 1.9849, -1.0666], [-1.4504, 2.7624, -0.0486], [-2.3317, -1.8050, -0.5711], [-0.4407, -0.5014, -1.3167], [-2.1348, 0.7598, 0.6946], [3.7213, 0.8361, 1.2438]]
}

Run b
{
  "formula": "C4H10NP",
  "method": "ωB97M-V with the def2-TZVPD basis set",
  "orbital_gap_ev": [8.2, 7.9],
  "spin_multiplicity": 1,
  "species": ["P", "N", "C", "C", "C", "C", "H", "H", "H", "H", "H", "H", "H", "H", "H", "H"],
  "xyz": [[-2.1093, -1.3495, -0.0823], [-1.8805, 0.0998, 0.6148], [-2.2993, 1.2971, -0.1452], [1.1245, -0.4032, 0.0545], [0.4448, 0.5683, 0.5547], [2.6458, -0.4214, 0.2611], [0.2848, 1.5563, 0.8779], [-1.0130, -1.6166, -0.7734], [2.9791, -1.3151, 0.9731], [3.0585, -0.3616, -0.7567], [-1.4905, -2.1684, 0.9035], [3.0393, 0.4442, 0.7155], [-1.7689, 2.2113, 0.3752], [-3.4663, 1.2223, -0.1303], [0.4829, -1.2394, -0.2201], [-1.9346, 1.3285, -1.2903]]
}

Run c
{
  "formula": "C4H10NP",
  "method": "ωB97M-V with the def2-TZVPD basis set",
  "orbital_gap_ev": [7.6, 7.6],
  "spin_multiplicity": 1,
  "species": ["P", "N", "C", "C", "C", "C", "H", "H", "H", "H", "H", "H", "H", "H", "H", "H"],
  "xyz": [[3.6096, -0.6992, -0.2051], [0.6240, 0.7329, 0.5531], [-1.4387, -0.3107, -0.1907], [0.4880, 1.8516, -0.3220], [-2.3619, -1.4659, -0.0981], [-0.2654, -0.2318, 0.5245], [-0.3756, 2.4673, -0.0410], [4.1182, 0.5459, 0.1605], [-0.0343, -1.0567, 1.1935], [-2.4961, -1.9212, -1.0825], [-3.3506, -1.1441, 0.2343], [0.3542, 1.5564, -1.3704], [-1.7447, 0.4979, -0.8384], [3.4636, -1.0681, 1.1295], [1.3872, 2.4618, -0.2339], [-1.9775, -2.2160, 0.5870]]
}

Which structure above is the least stable one? run b is the least stable one.